(1)
Computed, not measured: C26H32HoNO5S as an isolated structure at a distorted geometry, with the ωB97M-V functional and the def2-TZVPD basis.

Element x y z (Å)
O -3.376 -4.694 -0.354
C -2.664 -5.979 -0.411
C -3.931 -6.773 -0.730
H -2.223 -6.220 0.566
H -1.913 -5.998 -1.211
C -4.634 -5.401 -0.572
H -4.225 -7.500 0.031
H -3.990 -7.173 -1.744
C -5.522 -5.430 0.651
H -4.990 -5.859 1.506
H -6.393 -6.059 0.436
H -5.882 -4.432 0.908
C -5.379 -4.961 -1.812
H -4.742 -5.002 -2.701
H -5.782 -3.953 -1.684
H -6.226 -5.641 -1.960
Ho 0.829 1.360 -0.034
C 1.144 2.870 -2.113
C 2.398 2.200 -2.024
C 2.179 0.812 -2.260
H 3.367 2.690 -1.920
C 0.776 0.618 -2.482
C 0.138 1.894 -2.390
H -0.915 2.097 -2.595
H 1.002 3.951 -2.097
H 2.958 0.055 -2.366
H 0.298 -0.309 -2.803
C 0.111 3.663 1.120
C -0.857 3.326 0.134
C -1.501 2.116 0.530
H -1.131 3.949 -0.718
C -0.927 1.704 1.777
C 0.064 2.668 2.142
H 0.613 2.694 3.087
H 0.687 4.590 1.141
H -2.350 1.653 0.026
H -1.250 0.855 2.382
O -0.162 -0.765 0.104
C -1.495 -1.149 -0.400
C -1.400 -2.624 -0.699
H -1.742 -0.540 -1.281
H -2.220 -0.931 0.392
C -0.246 -3.155 0.169
H -1.158 -2.768 -1.760
H -2.337 -3.128 -0.476
C 0.681 -1.961 0.326
H 0.254 -4.009 -0.296
H -0.644 -3.455 1.147
H 1.466 -1.954 -0.439
H 1.141 -1.880 1.317
O 6.833 2.805 2.642
S 5.488 3.207 2.970
O 5.185 3.585 4.329
N 4.353 2.159 2.352
C 3.586 2.666 1.409
O 2.630 2.009 0.843
C 3.923 4.070 1.071
C 3.340 4.952 0.143
C 3.850 6.246 0.049
C 4.915 6.658 0.871
C 5.492 5.779 1.798
C 4.968 4.493 1.868
H 2.511 4.619 -0.482
H 3.420 6.951 -0.665
H 5.291 7.678 0.788
H 6.313 6.060 2.456

Total charge: 0
Highest occupied orbital energy (alpha / beta) in eV: -8.206 / -8.242
Gap between HOMO and LUMO (alpha / beta) in eV: 8.349 / 8.385
Multiplicity: 5

***

(2)
Computed, not measured: a 2-piece molecular cluster, C26H54NO2 overall at a distorted geometry, with the ωB97M-V functional and the def2-TZVPD basis.

Element x y z (Å)
C 4.072 1.529 3.302
C 2.828 2.162 4.184
C 2.335 3.653 3.612
C 1.003 3.364 2.698
C 0.461 4.653 1.843
C -1.171 4.825 1.805
C -1.965 3.542 1.126
C -2.145 3.762 -0.494
C -1.196 2.714 -1.336
C -1.915 1.217 -1.530
C -0.895 0.114 -2.183
C -0.217 -0.925 -1.082
C 0.048 -0.263 0.392
C -1.154 -0.469 1.484
C -0.894 -1.643 2.598
C -0.166 -0.994 3.945
C -2.407 -2.123 3.120
C 1.248 -1.339 -1.697
C 1.729 -2.873 -1.398
C 2.263 -3.086 0.173
C 3.102 -3.101 -2.327
N 0.770 -3.957 -1.824
O 0.610 -4.761 -0.725
C -0.620 -3.451 -2.125
C -0.858 -3.058 -3.729
C -1.642 -4.749 -1.862
C -1.144 -2.275 -1.089
H 5.128 1.993 3.605
H 4.082 0.367 3.520
H 3.912 1.656 2.134
H 3.096 2.233 5.335
H 1.913 1.425 4.052
H 3.234 4.142 3.033
H 1.999 4.333 4.531
H 1.183 2.473 1.924
H 0.138 3.033 3.426
H 0.898 5.633 2.360
H 0.956 4.629 0.764
H -1.450 5.840 1.260
H -1.586 4.930 2.907
H -3.030 3.352 1.620
H -1.280 2.579 1.267
H -1.839 4.893 -0.722
H -3.268 3.632 -0.847
H -0.089 2.644 -0.963
H -1.135 3.153 -2.445
H -2.762 1.408 -2.350
H -2.485 0.865 -0.568
H -0.013 0.734 -2.692
H -1.470 -0.422 -3.050
H 1.039 -0.688 0.903
H 0.236 0.914 0.323
H -2.217 -0.682 0.991
H -1.305 0.546 2.093
H -0.353 -2.601 2.194
H -0.702 0.053 4.142
H -0.370 -1.636 4.915
H 0.969 -0.856 3.692
H -3.108 -2.394 2.200
H -2.351 -3.019 3.887
H -2.958 -1.232 3.688
H 2.072 -0.628 -1.207
H 1.234 -1.056 -2.840
H 2.903 -4.063 0.305
H 3.025 -2.183 0.345
H 1.416 -2.943 0.967
H 3.550 -4.179 -2.213
H 3.877 -2.231 -2.202
H 2.708 -3.034 -3.451
H -0.846 -4.100 -4.299
H 0.137 -2.503 -4.058
H -1.832 -2.434 -3.908
H -1.211 -5.757 -2.305
H -2.599 -4.504 -2.533
H -2.004 -4.828 -0.752
H -1.260 -2.802 -0.038
H -2.241 -1.972 -1.439
C -0.690 0.271 -5.752
O -1.657 1.090 -5.121
H 0.109 0.052 -5.040
H -1.156 -0.664 -6.073
H -0.273 0.797 -6.615
H -2.353 1.268 -5.776

Total charge: 0
Highest occupied orbital energy (alpha / beta) in eV: -9.026 / -9.435
Gap between HOMO and LUMO (alpha / beta) in eV: 9.651 / 9.110
Multiplicity: 2

***

(3)
Computed, not measured: an isolated ion of composition C13H15O and charge +1 at a distorted geometry, with the ωB97M-V functional and the def2-TZVPD basis.

Element x y z (Å)
C 3.963 1.171 0.394
C 3.001 0.662 1.227
C 3.948 0.639 -0.938
C 2.003 -0.217 0.862
C 2.864 -0.089 -1.317
C 1.867 -0.533 -0.443
C -3.148 -0.080 0.167
C -3.036 -1.368 -0.198
C -2.164 0.855 0.597
C -1.781 -2.038 -0.707
C -0.410 -1.643 -0.189
C 0.515 -0.977 -0.979
C -2.534 2.271 0.504
O -1.057 0.657 1.200
H 4.726 1.839 0.747
H 2.965 0.880 2.348
H 4.723 0.895 -1.690
H 1.279 -0.626 1.520
H 2.741 -0.486 -2.319
H -4.133 0.263 0.167
H -3.975 -2.048 -0.103
H -1.941 -3.108 -0.525
H -1.935 -1.849 -1.784
H -0.576 -0.209 1.151
H -0.380 -2.086 0.816
H 0.040 -0.650 -1.887
H -1.773 2.799 -0.190
H -2.296 2.617 1.433
H -3.496 2.460 0.136

Total charge: +1
Energy relative to the best compared isomer or geometry (same formula, charge and spin) in kcal/mol: 42.4
Highest occupied orbital energy in eV: -12.029
Gap between HOMO and LUMO in eV: 6.772

***

(4)
Computed, not measured: a 3-piece molecular cluster, C4H10N2O2 overall at a distorted geometry, with the ωB97M-V functional and the def2-TZVPD basis.

Element x y z (Å)
C 0.435 2.371 0.110
C 0.248 0.893 0.197
C 1.021 -0.114 0.690
N 0.446 -1.334 0.435
C -0.651 -1.082 -0.213
N -0.797 0.252 -0.397
H 1.168 2.712 0.832
H 0.652 2.701 -0.907
H -0.493 2.868 0.409
H 1.977 -0.075 1.187
H -1.344 -1.868 -0.461
H -1.599 0.732 -0.774
O 0.769 -1.945 3.475
H 0.682 -0.987 3.532
H 0.846 -2.116 2.518
O -1.305 -0.708 -3.410
H -1.474 -1.132 -4.254
H -0.582 -1.168 -2.970

Total charge: 0
Energy relative to the best compared isomer or geometry (same formula, charge and spin) in kcal/mol: 30.9
Highest occupied orbital energy in eV: -8.934
Gap between HOMO and LUMO in eV: 9.546

***

(5)
Computed, not measured: a 7-piece molecular cluster, C6H25O7 overall at a distorted geometry, with the ωB97M-V functional and the def2-TZVPD basis.

Element x y z (Å)
O -0.300 0.220 0.011
H -1.122 0.399 0.258
C 0.664 -0.666 -3.190
O 0.510 0.597 -2.615
H 1.634 -0.975 -2.849
H 0.642 -0.390 -4.313
H -0.057 -1.371 -2.842
H 0.241 0.436 -1.630
C 1.330 -0.119 3.150
O 0.015 -0.172 2.651
H 1.305 0.236 4.207
H 1.787 0.732 2.694
H 1.761 -1.057 3.018
H -0.125 -0.129 1.709
C 2.281 -2.063 0.372
O 2.287 -0.686 0.124
H 3.133 -2.675 0.627
H 1.686 -2.492 -0.558
H 1.685 -2.286 1.171
H 1.455 -0.334 0.129
C -2.176 -2.486 0.698
O -1.265 -2.400 -0.326
H -2.579 -3.281 1.081
H -3.029 -1.941 0.364
H -1.797 -1.777 1.383
H -0.748 -1.571 -0.276
C -3.000 1.671 -1.041
O -2.476 0.656 -1.721
H -3.683 2.115 -1.543
H -2.237 2.531 -1.074
H -3.107 1.423 -0.111
H -1.772 0.449 -1.307
C 1.466 3.145 0.299
O 0.141 2.795 0.110
H 1.759 4.128 -0.225
H 1.936 2.140 0.024
H 1.793 3.318 1.343
H -0.042 1.876 0.206

Total charge: -1
Energy relative to the best compared isomer or geometry (same formula, charge and spin) in kcal/mol: 163.9
Highest occupied orbital energy in eV: -5.921
Gap between HOMO and LUMO in eV: 9.426

***

(6)
Computed, not measured: a 2-piece molecular cluster, C3H4NO4S overall at a distorted geometry, with the ωB97M-V functional and the def2-TZVPD basis.

Element x y z (Å)
C 0.396 -0.748 -0.285
C 0.121 -2.235 -0.059
C -1.726 0.539 -0.029
N -0.312 0.301 -0.079
O 0.050 -2.896 -1.079
O -0.013 -2.381 1.197
O 1.622 2.165 -0.303
O 3.515 1.073 1.056
S 2.679 1.118 -0.213
H -2.414 -0.314 0.184
H -2.029 1.353 0.615
H -2.046 0.874 -1.054
H 0.157 1.153 0.047

Total charge: -1
Energy relative to the best compared isomer or geometry (same formula, charge and spin) in kcal/mol: 51.9
Highest occupied orbital energy (alpha / beta) in eV: -3.898 / -3.794
Gap between HOMO and LUMO (alpha / beta) in eV: 6.757 / 6.573

***

(7)
Computed, not measured: C27H47BBrFI2NO8 as an isolated structure at a distorted geometry, with the ωB97M-V functional and the def2-TZVPD basis.

Element x y z (Å)
C -0.406 1.638 -2.833
C -1.252 1.693 -1.588
N -1.314 2.677 -0.793
C -2.095 0.448 -1.366
C -2.125 -0.076 0.074
C -3.062 0.736 1.005
C -4.537 0.698 0.793
O -5.204 1.630 0.437
O -0.849 0.074 0.630
B -0.293 -1.177 1.038
Br 1.322 -1.522 -0.442
C 0.438 -1.209 2.456
C 1.706 -0.389 2.551
F 1.918 0.035 3.897
O -1.364 -2.153 0.940
C -2.423 -1.642 0.184
C -2.649 -2.445 -1.110
I -1.321 -4.024 -1.438
C -3.645 -2.390 -1.980
C -3.842 -3.238 -3.213
I -5.268 -1.092 -1.677
H -0.028 2.628 -3.104
H 0.433 0.950 -2.678
H -1.001 1.256 -3.672
H -0.689 3.419 -1.117
H -1.695 -0.346 -2.003
H -3.102 0.691 -1.733
H -2.868 0.355 2.018
H -2.723 1.774 0.938
H -5.039 -0.260 1.023
H 0.657 -2.263 2.683
H -0.253 -0.853 3.233
H 1.664 0.521 1.946
H 2.596 -0.960 2.274
H -3.351 -1.783 0.763
H -4.719 -2.918 -3.774
H -2.960 -3.179 -3.858
H -3.975 -4.291 -2.939
C 7.078 -1.012 -0.043
C 5.750 -1.685 -0.292
O 4.707 -1.142 -0.023
C 5.776 -3.047 -0.951
H 6.913 -0.045 0.423
H 7.735 -1.621 0.582
H 7.586 -0.852 -0.997
H 6.332 -3.755 -0.333
H 6.283 -2.986 -1.917
H 4.755 -3.396 -1.088
C -7.508 0.664 2.884
C -6.752 -0.327 3.736
O -5.554 -0.462 3.660
C -7.577 -1.155 4.696
H -6.831 1.201 2.224
H -8.257 0.141 2.286
H -8.041 1.371 3.525
H -8.325 -1.729 4.145
H -8.112 -0.503 5.389
H -6.930 -1.830 5.250
C 6.328 2.659 -3.517
C 6.141 2.050 -2.146
O 7.077 1.878 -1.397
C 4.736 1.660 -1.764
H 7.377 2.895 -3.680
H 5.981 1.963 -4.283
H 5.726 3.565 -3.607
H 4.337 0.937 -2.479
H 4.080 2.532 -1.795
H 4.718 1.218 -0.770
C 1.954 4.704 -6.879
C 1.097 4.227 -5.728
O 1.568 3.981 -4.645
C -0.380 4.074 -6.010
H 2.991 4.775 -6.561
H 1.872 4.012 -7.719
H 1.606 5.679 -7.226
H -0.533 3.361 -6.822
H -0.801 5.029 -6.330
H -0.894 3.726 -5.118
C 2.012 -2.038 6.338
C 1.202 -2.892 7.274
O 1.692 -3.489 8.208
C -0.279 -2.966 6.978
H 3.061 -2.051 6.625
H 1.904 -2.395 5.313
H 1.641 -1.013 6.340
H -0.439 -3.354 5.971
H -0.714 -1.965 7.004
H -0.772 -3.605 7.707

Total charge: -1
Highest occupied orbital energy in eV: -5.277
Gap between HOMO and LUMO in eV: 7.366

***

(8)
Computed, not measured: C21H35FeN9O2P as an isolated structure at a distorted geometry, with the ωB97M-V functional and the def2-TZVPD basis.

Element x y z (Å)
Fe -0.110 -0.501 0.282
C -0.272 -1.971 4.281
C -0.372 -1.233 2.985
N 0.238 -1.572 1.913
C 1.073 -2.762 1.777
C 1.302 -3.002 0.277
N 1.491 -1.717 -0.406
C 2.776 -1.104 -0.075
C 2.732 0.326 -0.522
N 1.573 0.995 0.099
C 1.172 2.168 -0.722
C 0.096 1.730 -1.716
N -0.843 1.097 -0.811
C -1.786 1.766 -0.270
C -2.371 3.028 -0.825
C -2.128 1.313 1.108
C -3.088 1.828 1.967
C -3.113 1.374 3.281
C -2.211 0.413 3.714
C -1.295 -0.089 2.797
N -1.271 0.385 1.547
H 0.758 -2.268 4.473
H -0.878 -2.881 4.244
H -0.618 -1.373 5.120
H 0.582 -3.635 2.217
H 2.008 -2.619 2.325
H 0.426 -3.468 -0.161
H 2.147 -3.683 0.137
H 1.356 -1.823 -1.414
H 3.615 -1.632 -0.537
H 2.925 -1.145 1.007
H 2.590 0.359 -1.605
H 3.664 0.851 -0.299
H 1.838 1.335 1.017
H 2.032 2.609 -1.231
H 0.761 2.926 -0.051
H 0.471 0.993 -2.418
H -0.300 2.573 -2.281
H -2.490 2.938 -1.904
H -1.723 3.884 -0.620
H -3.344 3.240 -0.390
H -3.800 2.569 1.632
H -3.847 1.768 3.971
H -2.243 0.053 4.732
C -5.047 -2.062 -0.153
N -4.380 -1.844 -1.430
C -4.061 -3.142 -2.027
N -3.288 -4.013 -1.141
C -3.994 -4.165 0.121
N -4.289 -2.895 0.786
C -3.065 -2.218 1.223
P -1.928 -1.819 -0.188
C -3.187 -1.017 -1.277
C -1.931 -3.522 -0.943
H -5.998 -2.563 -0.344
H -5.255 -1.096 0.315
H -3.508 -2.984 -2.954
H -5.001 -3.647 -2.258
H -3.402 -4.791 0.793
H -4.943 -4.668 -0.071
H -2.560 -2.850 1.963
H -3.363 -1.301 1.739
H -2.701 -0.821 -2.236
H -3.494 -0.059 -0.847
H -1.409 -4.225 -0.288
H -1.398 -3.464 -1.887
O -1.228 -0.241 -3.730
N -0.208 -0.849 -3.402
O -0.357 -1.667 -2.449

Total charge: +1
Energy relative to the best compared isomer or geometry (same formula, charge and spin) in kcal/mol: 5.6
Highest occupied orbital energy in eV: -9.967
Gap between HOMO and LUMO in eV: 6.190

***

Number 1: E_tot -2787.1639 a.u.. Number 2: E_tot -1227.7835 a.u.. Number 3: E_tot -579.2393 a.u.. Number 4: E_tot -418.4117 a.u.. Number 5: E_tot -770.0835 a.u.. Number 6: E_tot -870.5972 a.u.. Number 7: E_tot -5007.9437 a.u.. Number 8: E_tot -3069.2945 a.u..